The following is a quantum chemistry calculation of an isolated molecule of C2H3NP2 at a distorted geometry, from OMol25.

XYZ file:
```
8
Properties=species:S:1:pos:R:3:forces:R:3
C 0.554 -0.551 -0.442 -1.4820 -0.5138 -0.3090
N 0.686 0.715 -0.508 0.3773 -0.1801 0.1707
C -0.464 1.488 -0.321 0.6451 0.0053 -0.1522
P -1.964 0.806 -0.008 -0.4931 0.2546 -0.3199
P -1.262 -1.250 -0.287 1.4609 0.8952 -1.3133
H 1.410 -1.238 -0.512 -0.2998 0.4221 -0.0215
H -0.261 2.567 -0.358 -0.3474 -0.4477 0.0941
H -1.072 -1.173 1.048 0.1390 -0.4355 1.8512
```
Forces are in eV/Å.

Values from the calculation:
highest occupied orbital energy = -9.287 eV
M = 103.00 Da
LUMO = -0.0118 Ha
energy above the lowest of the compared OMol25 structures with the same formula, charge and spin = 9.7 kcal/mol
SMILES string = C1=NC=P#[PH]1
gap between HOMO and LUMO = 8.967 eV
total charge = 0
maximum force = 2.2 eV Å⁻¹

***

The following is a quantum chemistry calculation of a cluster of 11 separate species, C45H110N2O11 in total at a distorted geometry, from OMol25.

XYZ file:
```
168
Properties=species:S:1:pos:R:3:forces:R:3
C 11.940 -23.599 -30.497 -0.9851 0.8220 0.1497
C 11.189 -24.642 -29.649 -0.2565 -2.1080 0.5439
C 10.425 -25.599 -30.632 -0.4089 1.3988 -0.5613
C 12.273 -25.428 -28.930 0.9663 -0.5461 -0.1176
C 11.823 -26.488 -27.986 -1.5040 0.9152 0.6099
C 10.899 -25.783 -26.958 -1.0580 -1.3735 -0.0012
C 9.687 -24.942 -27.553 0.2870 -0.6845 -0.3262
C 8.555 -25.838 -28.094 -0.2792 -1.2698 0.8260
C 9.040 -24.122 -26.427 0.5850 0.7919 0.0421
N 10.295 -24.093 -28.576 1.7288 0.8628 -0.4906
O 9.438 -23.089 -29.112 0.0033 -0.4702 0.2666
H 12.523 -22.870 -29.934 -0.0935 -0.1489 0.5044
H 12.648 -24.039 -31.198 -0.2770 -0.3902 0.0653
H 11.208 -23.012 -31.052 0.0421 -0.0140 -0.2636
H 9.964 -26.539 -30.328 0.4921 0.1204 0.6174
H 9.591 -24.980 -30.965 -0.2594 -0.0481 -0.2745
H 11.018 -25.776 -31.529 0.1863 -0.1254 0.0747
H 12.867 -25.990 -29.650 0.4497 0.7111 -0.4697
H 12.862 -24.715 -28.353 0.4148 0.0523 -0.2107
H 11.267 -27.254 -28.528 -0.2846 -0.0278 -0.0163
H 12.640 -27.039 -27.520 0.1192 0.3463 0.2159
H 11.429 -25.205 -26.201 0.2258 0.2777 -0.3602
H 10.485 -26.634 -26.417 -0.5410 0.1864 0.4668
H 7.917 -25.482 -28.902 0.5372 0.3078 -0.1478
H 7.866 -26.044 -27.275 -0.1789 0.2172 0.1609
H 8.906 -26.853 -28.282 0.1990 0.0466 -0.6816
H 8.281 -23.437 -26.804 -0.0274 -0.1118 -0.2141
H 9.780 -23.510 -25.911 0.1645 0.0915 -0.0160
H 8.558 -24.734 -25.665 0.1586 -0.3039 -0.2021
H 9.917 -22.331 -28.769 -0.4082 0.4798 -0.1904
C 9.713 -8.616 -36.362 -0.0119 0.8947 -0.2557
C 8.950 -7.262 -36.518 0.2417 0.0729 1.3342
C 8.638 -6.682 -35.080 0.6441 0.0410 -0.4610
C 9.871 -6.290 -37.352 0.3623 -0.4480 0.8719
C 9.187 -5.038 -37.840 -0.1377 -0.8923 -0.4364
C 7.926 -5.442 -38.680 0.7461 0.1305 1.9630
C 6.907 -6.327 -37.894 0.5288 -0.0561 0.0886
C 6.172 -5.361 -36.925 0.6858 -0.3055 1.1460
C 5.892 -6.895 -38.912 -0.0566 -0.6914 0.5550
N 7.705 -7.504 -37.254 0.0491 2.1368 -2.6020
O 6.889 -8.491 -36.723 -0.4303 -0.0218 0.7060
H 9.219 -9.351 -35.726 -0.4495 -0.0505 -0.5463
H 9.917 -8.904 -37.393 -0.1821 -0.7772 0.1361
H 10.686 -8.510 -35.881 0.0986 0.5797 -0.0188
H 9.528 -6.649 -34.452 0.2993 -0.0310 -0.1575
H 8.267 -5.658 -35.121 -0.1230 -0.1031 -0.0635
H 7.936 -7.297 -34.517 -0.2352 -0.0944 -0.3744
H 10.761 -6.042 -36.773 -0.2614 0.2827 0.9048
H 10.445 -6.744 -38.160 -0.8974 -0.7831 -0.5601
H 9.017 -4.373 -36.993 -0.5520 0.0426 -0.0760
H 9.902 -4.513 -38.473 -0.1409 0.1643 -0.2023
H 8.274 -6.019 -39.537 -0.1573 0.4644 -0.3384
H 7.452 -4.473 -38.843 -0.3599 -0.3256 -0.9878
H 5.484 -4.636 -37.357 0.0070 -0.3203 -0.5352
H 6.925 -4.768 -36.404 0.0630 0.1937 -0.1167
H 5.659 -5.842 -36.092 -0.2346 -0.4479 -0.2611
H 5.045 -7.361 -38.408 -0.1332 0.2238 0.2460
H 6.285 -7.713 -39.515 0.4961 0.1719 -0.1468
H 5.492 -6.138 -39.586 0.1839 0.1842 0.1413
H 6.855 -9.137 -37.432 -0.0451 -0.2376 0.0497
C 5.547 -13.611 -21.490 -1.8985 -0.0054 0.5489
C 4.162 -13.528 -22.166 0.0372 0.7318 -1.4299
C 3.905 -12.208 -22.971 0.0926 -1.2293 0.6191
O 4.021 -14.635 -23.065 0.2961 -0.0105 -0.0374
H 6.344 -13.491 -22.224 0.0098 -0.0890 0.0927
H 5.531 -14.583 -20.997 0.6302 -0.0867 -0.0987
H 5.610 -12.863 -20.700 0.2787 0.1461 -0.1227
H 3.270 -13.676 -21.558 0.5086 0.2212 0.8714
H 2.915 -12.359 -23.401 -0.0054 0.4363 -0.0741
H 4.621 -12.103 -23.786 0.1107 0.0470 0.0519
H 3.938 -11.338 -22.316 -0.0866 0.0598 -0.0944
H 4.889 -14.757 -23.456 0.0233 -0.2252 -0.3473
C 0.622 -12.573 -37.048 0.4249 0.1059 0.5567
C 0.057 -12.244 -35.669 0.5258 -0.8246 -0.8568
C 0.979 -11.398 -34.863 -0.1312 0.4226 1.1659
O -1.053 -11.480 -35.980 -1.9209 1.5489 0.4636
H 1.552 -13.141 -37.034 -0.1145 -0.1898 -0.1467
H 0.821 -11.564 -37.411 0.2359 -0.1363 -0.4613
H -0.152 -12.999 -37.687 0.2298 -0.3091 0.0063
H -0.249 -13.060 -35.016 0.1459 -0.6345 -0.3309
H 0.457 -11.213 -33.924 0.0700 0.1680 0.2026
H 1.143 -10.413 -35.300 0.2980 -0.1760 -0.2622
H 1.895 -11.921 -34.589 0.1408 0.1374 -0.3294
H -1.790 -12.025 -36.264 0.0979 -0.1117 -0.0075
C 13.340 -17.310 -35.275 -1.4233 0.4992 -2.2239
C 12.658 -16.135 -34.539 -1.2091 -1.3008 -1.7746
C 11.136 -16.392 -34.329 0.6655 0.5167 0.2330
O 13.258 -16.119 -33.333 1.3961 -0.0627 3.7318
H 13.314 -18.263 -34.746 0.2968 0.3849 0.5804
H 14.299 -17.069 -35.733 0.3579 0.0028 0.6082
H 12.745 -17.542 -36.159 -0.1840 -0.0036 -0.3152
H 12.886 -15.131 -34.899 -0.5444 -0.0858 -1.4015
H 10.973 -17.425 -34.021 0.0915 -0.0142 0.0572
H 10.461 -16.177 -35.158 0.4219 0.0152 -0.3032
H 10.828 -15.738 -33.514 -0.0836 -0.0662 0.1203
H 14.155 -16.401 -33.526 0.2164 0.1176 0.6934
C 0.195 -24.618 -28.147 0.6441 0.0908 0.4201
C 1.030 -23.789 -27.104 -1.9341 -0.5271 -1.3230
C 1.673 -22.615 -27.775 0.5562 0.7650 0.1970
O 0.080 -23.318 -26.146 0.0798 -0.0901 0.1356
H 0.698 -24.607 -29.114 0.3203 -0.3878 0.0989
H -0.789 -24.217 -28.389 0.0150 0.4487 0.5745
H 0.036 -25.637 -27.794 0.1069 -0.0352 -0.1415
H 1.757 -24.413 -26.585 0.1592 -0.1869 -0.2359
H 2.228 -22.086 -27.000 0.2887 0.2882 -0.1076
H 0.938 -21.910 -28.165 -0.2367 -0.1663 0.0274
H 2.356 -22.842 -28.593 0.0559 -0.2992 0.1362
H 0.561 -22.753 -25.537 -0.0513 0.1064 0.2210
C 13.983 -15.754 -26.115 0.6763 -0.1443 0.0420
C 12.973 -16.845 -26.397 -2.1148 1.3330 1.6379
C 12.035 -16.968 -25.128 0.4110 -0.3616 -0.4574
O 12.108 -16.418 -27.490 0.8251 -0.5299 0.6062
H 14.688 -16.058 -25.341 0.0440 -0.1386 0.0185
H 13.527 -14.832 -25.755 -0.2953 -0.0809 -0.1336
H 14.578 -15.514 -26.997 0.0841 0.0020 -0.1475
H 13.423 -17.820 -26.583 0.0728 0.0603 -0.2698
H 12.584 -17.245 -24.228 0.3140 -0.4833 -0.1816
H 11.247 -17.699 -25.308 0.0875 -0.0998 0.0101
H 11.542 -16.056 -24.792 0.0725 0.3963 -0.7461
H 12.662 -15.815 -27.991 -0.1929 0.0495 -0.3885
C 4.333 -14.615 -28.851 -0.6155 -0.6072 -0.4405
C 5.841 -14.650 -29.104 -1.1837 1.4543 1.1131
C 6.332 -13.182 -29.168 0.2144 -0.3997 -1.7347
O 6.462 -15.274 -28.007 0.1833 -0.4223 0.8488
H 4.002 -14.069 -27.968 0.5304 -0.1551 0.2961
H 3.928 -15.626 -28.826 0.0660 -0.1169 0.3525
H 3.763 -14.148 -29.654 0.4066 0.1833 -0.3899
H 6.039 -15.332 -29.931 0.0561 0.8086 -0.8019
H 6.022 -12.725 -30.108 0.0068 -0.1298 -0.3698
H 7.421 -13.163 -29.190 0.0752 0.1945 0.2804
H 5.922 -12.471 -28.450 0.0862 -0.6809 0.6190
H 7.393 -15.319 -28.236 0.1891 -0.1306 0.2505
C 10.815 -9.635 -25.016 -0.5920 -0.2697 -1.0729
C 11.959 -8.921 -25.770 -0.0822 -0.9389 -0.2810
C 11.614 -8.366 -27.187 -0.6410 0.3154 0.7779
O 12.341 -7.807 -25.043 0.4359 1.9488 0.5334
H 10.732 -10.668 -25.356 0.1186 -0.1838 0.1435
H 9.834 -9.212 -25.231 0.0168 0.3742 -0.1711
H 10.879 -9.616 -23.928 0.5795 -0.0189 -0.0454
H 12.811 -9.600 -25.781 0.1098 -0.3212 -0.4161
H 10.670 -7.854 -27.003 -0.2631 0.0384 -0.3786
H 11.497 -9.021 -28.050 -0.0334 -0.5390 0.5064
H 12.278 -7.570 -27.524 0.4308 -0.1852 0.4378
H 12.676 -8.039 -24.173 -0.0844 -0.2246 -0.0351
C 4.081 -6.224 -26.933 0.8646 0.0488 -1.1328
C 4.961 -5.513 -28.005 1.6306 -0.8462 2.1075
C 4.331 -4.998 -29.219 -0.9824 0.1773 -0.9470
O 5.552 -4.349 -27.428 -0.0294 0.9563 0.3655
H 3.456 -5.448 -26.492 -0.3309 -0.4539 0.1054
H 4.717 -6.718 -26.198 0.2230 0.5573 0.3439
H 3.579 -7.099 -27.346 -0.6714 0.3982 -0.2571
H 5.824 -6.142 -28.223 -0.1593 -0.5882 -0.4156
H 5.029 -4.377 -29.781 0.0198 -0.0221 0.1127
H 3.508 -4.371 -28.877 -0.2566 0.0770 -0.4200
H 3.985 -5.788 -29.886 -0.2273 0.0022 0.1103
H 6.076 -4.543 -26.647 -0.0775 -0.3089 0.0264
C -4.694 -16.569 -25.414 0.8449 -0.7061 -1.8210
C -3.497 -17.021 -26.407 -0.9509 0.0423 2.3285
C -2.146 -16.594 -25.795 -0.8874 -0.6218 -0.7968
O -3.567 -18.452 -26.639 -0.2424 1.0646 -0.1919
H -5.655 -16.695 -25.913 -0.0108 -0.2089 -0.0797
H -4.620 -15.501 -25.210 0.2254 -0.0830 0.2920
H -4.709 -17.195 -24.522 0.2333 0.2294 0.0800
H -3.592 -16.486 -27.352 -0.2891 -0.2453 -0.1276
H -1.478 -16.613 -26.656 0.6079 0.3351 0.4592
H -1.818 -17.303 -25.035 0.0294 -0.0191 0.0464
H -2.262 -15.616 -25.327 0.3485 0.0381 -0.2698
H -2.787 -18.887 -26.286 0.0928 0.1707 0.0776
```
Forces are in eV/Å.

Values from the calculation:
highest occupied orbital energy = -8.147 eV
M = 855.38 Da
LUMO = 0.0081 Ha
energy above the lowest of the compared OMol25 structures with the same formula, charge and spin = 121.4 kcal/mol
SMILES string = CC1(C)CCCC(C)(C)N1O.CC1(C)CCCC(C)(C)N1O.CC(C)O.CC(C)O.CC(C)O.CC(C)O.CC(C)O.CC(C)O.CC(C)O.CC(C)O.CC(C)O
gap between HOMO and LUMO = 8.367 eV
total charge = 0
maximum force = 4.0 eV Å⁻¹